(1)
DFT (the ωB97M-V functional and the def2-TZVPD basis) results for 2 unconnected molecules or ions with the total composition C4H6O2.

Properties
HOMO level (alpha / beta) = -9.528 / -9.494 eV
energy above the lowest of the compared OMol25 structures with the same formula, charge and spin = 555.9 kJ/mol
calculated total energy = -8334.69935 eV
net charge = 0

Last column: Mulliken charge in e.
Geometry (Å):
O 2.32 -0.57 1.05  -0.465
C 1.99 0.07 0.10  0.218
O 0.84 -0.06 -0.59  -0.285
C -0.14 -0.86 -0.02  -0.109
C -1.27 -1.08 -0.69  -0.612
C -0.78 1.58 0.89  -0.347
H 2.58 0.87 -0.37  0.367
H 0.10 -1.25 0.96  0.347
H -1.43 -0.67 -1.68  0.275
H -2.04 -1.70 -0.25  0.257
H -0.32 2.15 0.04  0.173
H -1.84 1.52 0.56  0.182


(2)
DFT (the ωB97M-V functional and the def2-TZVPD basis) results for 2 unconnected molecules or ions with the total composition C5H15N2.

Properties
HOMO level = -14.361 eV
energy above the lowest of the compared OMol25 structures with the same formula, charge and spin = 27.0 kJ/mol
calculated total energy = -8402.39688 eV
net charge = +1

Last column: Mulliken charge in e.
Geometry (Å):
C 0.53 -1.32 1.28  -1.688
C -1.13 -1.60 -0.62  -1.673
C -1.40 1.25 -0.68  -1.158
C 0.13 1.45 1.20  -1.129
C -0.38 -0.70 0.29  1.495
N 1.90 0.25 -1.12  -0.712
N -0.56 0.57 0.27  0.260
H 0.06 -1.31 2.27  0.407
H 0.74 -2.35 1.03  0.432
H 1.46 -0.76 1.36  0.420
H -0.74 -1.53 -1.63  0.421
H -1.05 -2.63 -0.30  0.416
H -2.19 -1.34 -0.65  0.387
H -2.34 1.54 -0.21  0.376
H -0.90 2.15 -1.03  0.431
H -1.62 0.63 -1.55  0.433
H -0.27 2.45 1.11  0.413
H 0.01 1.11 2.22  0.391
H 1.19 1.47 0.95  0.349
H 2.53 1.05 -1.12  0.249
H 1.53 0.19 -2.06  0.236
H 2.51 -0.56 -1.02  0.242


(3)
DFT (the ωB97M-V functional and the def2-TZVPD basis) results for a gas-phase ion, C4H9N2OS (charge +1) at a distorted geometry.

Properties
HOMO level = -11.956 eV
energy above the lowest of the compared OMol25 structures with the same formula, charge and spin = 370.2 kJ/mol
calculated total energy = -20147.36354 eV
net charge = +1

Last column: Mulliken charge in e.
Geometry (Å):
C -1.90 -1.13 0.37  -0.488
C -0.08 0.30 1.01  -0.634
C 2.06 -0.53 -0.18  0.154
C -1.47 1.04 -0.90  -0.992
N -1.17 0.00 0.12  0.286
N 3.39 -0.77 -0.42  -0.298
O -2.90 -1.25 -0.44  -0.324
S 1.35 0.90 0.17  0.003
H -0.30 1.11 1.71  0.413
H 0.06 -0.58 1.61  0.529
H 1.45 -1.41 -0.24  0.366
H -1.21 2.07 -0.54  0.400
H -1.07 0.43 -1.81  0.354
H -2.58 1.05 -0.98  0.315
H -3.51 -2.02 -0.33  0.421
H 3.66 -1.73 -0.49  0.261
H 4.01 -0.03 -0.38  0.231


(4)
DFT (the ωB97M-V functional and the def2-TZVPD basis) results for 3 unconnected molecules or ions with the total composition C27H54BN3O3 at a distorted geometry.

Properties
HOMO level (alpha / beta) = -8.309 / -8.856 eV
2S+1 = 3
calculated total energy = -40159.15250 eV
expectation value of S² = 2.01
net charge = 0

Last column: Mulliken spin population.
Geometry (Å):
C -1.63 2.45 -1.19  -0.001
C -1.19 2.40 -2.32  0.004
B -0.26 2.25 -3.52  0.001
C 0.23 3.55 -4.29  0.000
C 1.44 3.24 -5.14  0.000
O 1.96 4.41 -5.75  0.000
C 3.33 4.29 -6.07  0.000
C 3.63 3.17 -7.04  0.000
N 0.22 0.93 -3.95  0.000
C -0.84 -0.07 -4.09  0.000
C -1.20 -0.30 -5.54  0.000
C -1.77 0.93 -6.21  0.000
H -1.92 2.48 -0.19  -0.003
H -0.55 3.95 -4.94  0.000
H 0.49 4.30 -3.55  0.000
H 2.20 2.73 -4.55  0.000
H 1.15 2.54 -5.92  0.000
H 3.93 4.22 -5.17  0.000
H 3.56 5.21 -6.58  0.000
H 4.69 3.16 -7.24  0.000
H 3.36 2.19 -6.68  0.000
H 3.14 3.38 -7.98  0.000
H 0.94 0.61 -3.32  0.000
H -1.72 0.13 -3.49  0.000
H -0.45 -1.02 -3.73  0.000
H -0.31 -0.59 -6.08  0.000
H -1.90 -1.13 -5.56  0.000
H -1.00 1.57 -6.61  0.000
H -2.43 0.64 -7.02  0.000
H -2.38 1.54 -5.54  0.000
C -4.08 0.09 3.26  0.005
C -3.62 -1.19 2.58  0.017
C -4.80 -2.14 2.40  0.021
C -4.42 -3.41 1.64  -0.019
C -3.76 -3.08 0.31  0.019
C -2.63 -2.05 0.39  0.043
N -2.97 -0.89 1.28  0.319
O -3.71 -0.05 0.63  0.581
C -1.33 -2.71 0.88  0.057
C -2.31 -1.58 -1.03  -0.042
C -2.61 -1.81 3.57  -0.004
H -4.79 0.66 2.65  0.001
H -4.59 -0.15 4.19  0.000
H -3.23 0.74 3.49  -0.003
H -5.60 -1.63 1.86  0.004
H -5.21 -2.40 3.38  0.002
H -3.77 -4.04 2.25  0.000
H -5.32 -4.00 1.46  0.002
H -3.37 -4.00 -0.14  0.002
H -4.53 -2.71 -0.38  0.005
H -0.55 -1.96 1.04  -0.034
H -0.95 -3.42 0.15  0.001
H -1.44 -3.27 1.81  0.001
H -3.19 -1.20 -1.55  0.002
H -1.93 -2.41 -1.62  0.000
H -1.55 -0.79 -1.03  0.005
H -3.00 -1.75 4.59  0.001
H -1.66 -1.27 3.55  0.015
H -2.41 -2.86 3.40  0.002
C 0.68 1.61 3.55  -0.021
C 1.96 0.80 3.74  0.042
C 2.05 0.29 5.18  0.020
C 3.26 -0.61 5.41  -0.017
C 3.29 -1.76 4.41  0.017
C 3.10 -1.35 2.95  0.017
N 2.01 -0.33 2.78  0.382
O 0.87 -0.93 2.76  0.535
C 4.42 -0.80 2.36  0.013
C 2.79 -2.60 2.13  -0.012
C 3.10 1.81 3.49  0.007
H -0.22 1.01 3.68  0.013
H 0.64 2.41 4.29  0.000
H 0.65 2.06 2.56  0.001
H 1.14 -0.26 5.43  0.002
H 2.09 1.14 5.87  0.000
H 4.19 -0.03 5.36  -0.001
H 3.22 -1.01 6.43  0.002
H 4.23 -2.30 4.51  0.000
H 2.50 -2.47 4.69  0.005
H 4.26 -0.42 1.35  -0.010
H 5.15 -1.60 2.30  0.001
H 4.87 -0.02 2.96  0.001
H 1.95 -3.16 2.53  0.004
H 3.65 -3.27 2.15  0.000
H 2.58 -2.35 1.09  0.002
H 2.88 2.75 3.99  0.001
H 3.21 2.02 2.42  -0.007
H 4.07 1.49 3.87  0.000


(5)
DFT (the ωB97M-V functional and the def2-TZVPD basis) results for 7 unconnected molecules or ions with the total composition C28H54ClFO9.

Properties
HOMO level = -9.186 eV
SMILES string = O=C(OF)OCCCCl.C1CCOC1.C1CCOC1.C1CCOC1.C1CCOC1.C1CCOC1.C1CCOC1
calculated total energy = -63573.22097 eV
net charge = 0

Last column: Mulliken charge in e.
Geometry (Å):
O 4.45 0.29 3.41  -0.483
C 4.30 1.29 2.77  0.745
O 4.67 1.22 1.43  -0.208
F 4.69 2.51 0.86  -0.006
O 3.84 2.48 3.16  -0.365
C 2.53 2.43 3.79  -0.071
C 1.41 2.28 2.76  -0.477
C 0.87 0.85 2.60  -0.267
Cl 0.37 0.15 4.16  -0.161
H 2.53 1.61 4.51  -0.009
H 2.46 3.37 4.34  0.299
H 0.60 2.98 2.98  0.481
H 1.82 2.58 1.78  0.070
H 0.00 0.84 1.95  0.301
H 1.64 0.21 2.16  0.177
C -0.96 -2.08 -1.65  -0.490
C 0.48 -1.68 -1.98  -0.649
C 0.59 -0.32 -1.30  -0.307
O -0.27 -0.38 -0.16  -0.366
C -1.11 -1.54 -0.24  -0.147
H -1.14 -3.15 -1.71  0.289
H -1.65 -1.57 -2.33  0.253
H 1.18 -2.38 -1.53  0.286
H 0.69 -1.63 -3.05  0.361
H 0.25 0.48 -1.96  0.191
H 1.60 -0.09 -0.97  0.235
H -0.76 -2.27 0.50  0.273
H -2.13 -1.26 0.01  0.046
C 5.50 6.78 -0.33  -0.656
C 5.09 5.49 -1.03  -0.143
C 3.66 5.32 -0.54  -0.120
O 3.14 6.63 -0.33  -0.465
C 4.21 7.59 -0.39  -0.476
H 6.33 7.30 -0.81  0.354
H 5.78 6.58 0.71  0.278
H 5.10 5.63 -2.11  -0.013
H 5.73 4.64 -0.79  0.382
H 3.63 4.78 0.41  0.053
H 3.02 4.79 -1.25  0.242
H 4.13 8.15 -1.32  0.269
H 4.10 8.28 0.45  0.290
C 3.63 -1.63 8.02  -0.568
C 2.39 -2.14 8.75  -0.589
C 1.30 -1.25 8.17  -0.477
O 1.70 -0.94 6.83  -0.314
C 3.06 -1.34 6.63  -0.251
H 4.45 -2.35 7.99  0.363
H 3.99 -0.72 8.48  0.275
H 2.20 -3.18 8.49  0.259
H 2.46 -2.07 9.84  0.347
H 1.21 -0.31 8.73  0.269
H 0.32 -1.72 8.14  0.288
H 3.08 -2.23 6.00  0.250
H 3.59 -0.54 6.11  0.125
C 3.66 4.21 -4.73  0.036
C 5.09 3.77 -5.00  -0.596
C 5.12 2.40 -4.34  -0.306
O 3.80 1.87 -4.47  -0.402
C 2.90 2.90 -4.89  -0.469
H 3.30 4.98 -5.41  0.410
H 3.56 4.58 -3.71  -0.303
H 5.27 3.69 -6.07  0.303
H 5.84 4.45 -4.58  0.352
H 5.37 2.47 -3.28  0.164
H 5.82 1.71 -4.82  0.283
H 2.62 2.72 -5.93  0.272
H 2.00 2.85 -4.28  0.265
C -6.05 -2.88 0.33  -0.636
C -5.95 -4.16 -0.51  -0.178
C -4.47 -4.16 -0.87  -0.469
O -3.79 -3.53 0.21  -0.363
C -4.73 -2.90 1.08  -0.380
H -6.91 -2.87 1.00  0.370
H -6.11 -2.01 -0.32  0.277
H -6.19 -5.03 0.10  0.253
H -6.60 -4.17 -1.38  0.053
H -4.29 -3.58 -1.79  0.217
H -4.07 -5.16 -1.02  0.359
H -4.80 -3.48 2.01  0.274
H -4.36 -1.90 1.33  0.265
C -8.35 -4.75 -5.60  -0.577
C -9.60 -5.28 -4.90  -0.542
C -9.01 -5.88 -3.64  -0.460
O -7.86 -5.10 -3.31  -0.358
C -7.53 -4.25 -4.42  -0.417
H -8.55 -3.97 -6.33  0.332
H -7.83 -5.56 -6.11  0.276
H -10.27 -4.45 -4.66  0.268
H -10.16 -6.00 -5.50  0.339
H -8.70 -6.92 -3.80  0.264
H -9.70 -5.86 -2.79  0.275
H -7.79 -3.22 -4.16  0.281
H -6.45 -4.30 -4.59  0.299